# 1
24
Properties=species:S:1:pos:R:3 method="wB97M-V/def2-TZVPD" largest_force_ev_per_a=4.45 orbital_gap_ha="0.17389 / 0.22091" spin_multiplicity=3 total_energy_ha=-877.7024 relative_energy_kcal_mol=50.11 e_lumo_ev="0.44 / -3.28" homo_energy_ev="-4.29 / -9.29"
H 1.252 0.158 -2.358
C -1.212 0.961 1.959
C 0.291 1.406 -0.011
H -2.166 1.059 1.414
S -1.005 -2.452 -1.067
H 0.393 -0.546 1.843
C 1.554 -1.474 -0.425
H 0.734 2.061 1.958
C -0.210 1.973 1.364
O 2.211 -0.708 0.225
H -0.707 3.044 1.397
H -0.428 0.087 -2.720
C 0.404 -0.475 -2.313
H 0.110 2.215 -0.801
H 0.677 -1.308 -2.930
H -1.443 0.291 -0.580
C 0.085 -0.981 -0.913
H -1.165 -1.359 1.246
H 1.342 1.175 -0.061
N -0.468 0.131 -0.103
H 0.100 -3.124 -0.813
C -0.635 -0.329 1.367
H -1.459 0.934 3.023
O 1.748 -2.740 -0.702

***

# 2
25
Properties=species:S:1:pos:R:3 method="wB97M-V/def2-TZVPD" largest_force_ev_per_a=2.93 orbital_gap_ha=0.30129 smiles="C[C@H]1OC=C(O)CO1.C=[N+](C)[O-]" spin_multiplicity=1 total_energy_ha=-630.0751 relative_energy_kcal_mol=102.49 e_lumo_ev=0.57 homo_energy_ev=-7.63
H -0.459 -2.566 2.089
C -0.610 -0.002 2.186
C -1.064 -0.193 0.745
O 1.143 -1.118 0.331
H 1.491 1.399 -3.253
C 0.033 2.385 -1.371
H -0.505 2.796 -0.573
H 0.865 2.935 -1.565
H -0.154 -0.812 -1.113
C 1.296 -1.319 1.722
H 0.291 0.165 -3.509
H 1.077 -3.405 1.788
H -0.721 1.079 2.441
C -0.074 -0.594 -0.094
H 0.086 1.854 -4.411
H -1.182 -0.632 3.006
H 0.773 -2.531 3.260
C 0.391 1.254 -3.515
C 0.592 -2.557 2.220
N -0.455 1.601 -2.259
H -2.260 0.422 -0.623
H 2.484 -1.269 1.867
O -1.565 0.966 -2.144
O 0.787 -0.165 2.375
O -2.260 0.304 0.401

***

# 3
28
Properties=species:S:1:pos:R:3 method="wB97M-V/def2-TZVPD" largest_force_ev_per_a=4.29 orbital_gap_ha="0.28123 / 0.24644" spin_multiplicity=1 total_energy_ha=-1501.6368 relative_energy_kcal_mol=34.33 e_lumo_ev="-1.88 / -2.39" homo_energy_ev="-9.53 / -9.09"
H -0.094 -1.467 -2.092
C 1.013 2.353 -0.240
O -2.627 -0.853 -0.102
S -0.122 -3.000 -0.168
H 0.373 -3.431 -2.498
H -1.442 1.852 2.199
O 1.199 1.267 -1.167
C -0.315 -2.567 -2.006
S -1.517 -0.551 0.816
O -0.646 -4.322 0.036
H -2.307 -2.059 -1.929
H -0.398 3.238 2.266
C -1.744 -2.801 -2.470
H 1.746 1.958 2.798
C -0.856 2.489 1.613
H 1.960 2.718 0.029
H 2.051 0.654 1.613
C 1.252 1.193 2.047
C -0.278 0.569 0.184
O 1.240 -2.717 0.214
H -2.096 -3.743 -2.087
H -1.497 2.917 0.656
H 0.432 3.121 -0.768
O -1.902 -0.006 2.104
H -1.665 -2.918 -3.547
H 0.735 0.524 2.698
C 0.289 1.756 0.983
N 0.231 0.345 -0.923

***

# 4
23
Properties=species:S:1:pos:R:3 method="wB97M-V/def2-TZVPD" largest_force_ev_per_a=5.77 orbital_gap_ha=0.37426 smiles="C/C=C(/C#N)O[Si](C)(C)C" spin_multiplicity=1 total_energy_ha=-693.9836 relative_energy_kcal_mol=19.83 e_lumo_ev=0.69 homo_energy_ev=-9.49
C -1.778 -1.125 -0.449
C 3.109 -0.527 -0.116
H -1.425 -1.871 0.242
C -1.403 1.174 1.643
H -2.394 1.194 1.665
H 1.984 -2.246 -0.993
O 0.720 -0.023 -0.153
H -1.116 2.133 1.815
C 2.353 1.819 0.019
H -1.989 2.694 -1.093
H -0.454 2.306 -1.892
H -0.864 0.580 2.413
H -1.681 -1.495 -1.368
N 2.522 2.958 0.064
H 4.049 -0.208 0.153
C -1.326 1.897 -1.376
H 2.575 -2.188 0.654
H 3.580 -2.484 -0.777
H -2.798 -0.958 -0.279
C 2.167 0.409 -0.037
C 2.799 -1.944 -0.341
H -1.842 1.429 -2.141
Si -0.866 0.477 -0.055

***

# 5
22
Properties=species:S:1:pos:R:3 method="wB97M-V/def2-TZVPD" largest_force_ev_per_a=4.93 total_charge=+1 orbital_gap_ha=0.30588 spin_multiplicity=1 total_energy_ha=-670.2449 relative_energy_kcal_mol=35.87 e_lumo_ev=-4.44 homo_energy_ev=-12.76
C -1.155 -0.386 -0.029
C -2.062 0.444 -0.918
H 1.627 -0.843 -0.644
H -0.009 -0.536 2.736
H 0.077 -1.797 1.610
C -3.445 0.435 -0.299
C 2.518 -0.033 -0.558
N 0.341 -0.845 1.756
H -2.167 -0.286 -1.758
H 3.023 1.809 0.485
H 1.338 -0.747 1.777
H -3.426 -0.041 0.674
C 3.597 -0.448 -1.196
P 0.786 1.738 0.755
H -4.064 -0.215 -0.742
H -1.533 -1.407 0.141
H 4.425 0.266 -1.310
H -1.782 1.527 -1.371
H -3.915 1.417 -0.093
C 2.195 1.185 0.109
C -0.156 0.149 0.642
H 3.788 -1.387 -1.769

***

# 6
22
Properties=species:S:1:pos:R:3 method="wB97M-V/def2-TZVPD" largest_force_ev_per_a=8.08 orbital_gap_ha="0.29946 / 0.29943" spin_multiplicity=1 total_energy_ha=-727.3150 relative_energy_kcal_mol=90.45 e_lumo_ev="0.23 / 0.23" homo_energy_ev="-7.92 / -7.92"
H 0.268 -2.395 0.439
H 3.217 -1.021 -1.557
C -0.890 -0.597 0.636
H -1.100 -2.485 1.560
C -0.533 2.655 0.145
S 1.951 -0.547 0.444
H 2.843 0.713 -1.404
H -2.148 0.921 1.437
H -0.310 3.706 0.223
N 2.887 0.464 1.181
H 1.581 -0.433 -1.954
C -0.753 -2.070 0.612
H -1.391 -2.485 -0.173
H -2.713 0.238 -0.083
H 1.427 2.103 0.595
H 3.235 0.073 2.045
C 2.448 -0.293 -1.317
C 0.371 0.337 0.315
C -2.223 -0.001 0.863
H -2.860 -0.709 1.394
C 0.425 1.751 0.368
H -1.537 2.397 -0.142

***

# 7
22
Properties=species:S:1:pos:R:3 method="wB97M-V/def2-TZVPD" largest_force_ev_per_a=5.02 orbital_gap_ha=0.34212 spin_multiplicity=1 total_energy_ha=-618.7018 relative_energy_kcal_mol=70.11 e_lumo_ev=0.84 homo_energy_ev=-8.47
C 0.283 1.741 0.264
C 0.730 -1.449 -1.967
H -2.125 -0.532 -3.139
C -1.177 -0.829 -1.203
H -1.994 -0.453 -0.528
H 0.402 -1.292 -3.998
H 1.125 1.283 -0.176
H -0.897 -2.056 2.002
H 1.649 -1.864 -1.984
H 0.590 2.657 0.679
C -1.295 -0.721 -2.567
H 0.308 2.076 2.977
H 1.780 -1.219 1.202
C -0.028 -1.142 -3.024
N 0.014 -1.253 -0.794
H 0.044 0.390 3.532
H -0.397 1.899 -0.491
Si 0.329 -0.972 0.895
H -1.235 0.872 1.561
H 1.571 0.996 2.644
C 0.465 1.078 2.745
C -0.144 0.789 1.369

***

# 8
21
Properties=species:S:1:pos:R:3 method="wB97M-V/def2-TZVPD" largest_force_ev_per_a=2.86 orbital_gap_ha="0.27411 / 0.21194" spin_multiplicity=2 total_energy_ha=-349.4528 relative_energy_kcal_mol=136.87 e_lumo_ev="-0.07 / -1.65" homo_energy_ev="-7.53 / -7.41"
H -1.759 1.034 -1.271
H -3.570 -0.602 2.546
H 3.350 -0.813 -0.841
H 2.757 1.862 -0.294
C -2.244 0.212 -0.705
C 0.020 -1.031 -0.374
H -1.812 -1.378 0.398
H -2.460 -0.528 -1.497
C 2.666 1.448 0.705
O -3.343 0.652 -0.060
H -0.198 -1.478 -1.342
C 1.304 -0.478 -0.233
C -1.224 -0.456 0.242
H 3.183 0.462 0.737
H -3.769 0.119 2.546
C 1.561 0.423 0.935
H 1.922 -1.675 -1.791
H 2.860 2.160 1.496
H 0.727 0.663 1.587
H -1.154 -0.006 1.225
C 2.308 -0.991 -1.044

***

# 9
21
Properties=species:S:1:pos:R:3 method="wB97M-V/def2-TZVPD" largest_force_ev_per_a=4.82 orbital_gap_ha=0.36862 smiles="C1CCCC1.C=C" spin_multiplicity=1 total_energy_ha=-274.9676 relative_energy_kcal_mol=93.30 e_lumo_ev=0.86 homo_energy_ev=-9.17
H 0.695 1.251 1.402
C 1.276 0.424 1.818
C -1.055 -1.068 -1.762
H 1.960 -0.570 3.579
H 0.108 -0.665 0.743
H -2.216 -1.376 0.117
C 0.012 -0.152 -2.132
H 1.301 0.928 -0.732
H 1.413 1.222 3.773
C -0.471 0.138 0.257
H -0.290 0.357 -3.105
C -1.716 -0.513 -0.449
H -2.564 0.272 -0.471
H 0.907 -0.705 -2.329
H -0.039 1.815 -1.103
H -0.440 -1.860 -1.282
C 0.309 0.842 -0.903
H 1.664 -0.191 0.976
H -0.874 0.905 1.084
C 1.685 0.331 3.138
H -1.865 -1.391 -2.454

***

# 10
21
Properties=species:S:1:pos:R:3 method="wB97M-V/def2-TZVPD" largest_force_ev_per_a=0.23 orbital_gap_ha=0.39792 smiles="C=C1CC1.[H][H].C=CC" spin_multiplicity=1 total_energy_ha=-274.9761 relative_energy_kcal_mol=87.97 e_lumo_ev=1.21 homo_energy_ev=-9.62
C 0.909 -2.136 0.398
C 2.716 -0.175 0.120
H -2.807 -1.492 -0.195
H -1.784 2.237 1.250
H 1.972 -0.183 -2.007
H 1.204 2.610 1.157
H -0.004 -2.469 -0.091
H 3.700 -0.537 -0.174
C -2.294 -0.646 -0.669
H 0.988 0.872 -0.880
H -2.896 2.018 -0.216
H 2.726 0.528 0.951
C 1.676 0.034 -0.983
H 0.542 2.530 0.826
H -1.466 -1.060 -1.258
C 1.568 -1.076 -0.029
C -1.786 0.316 0.365
H -1.053 -0.082 1.068
H -2.996 -0.162 -1.355
H 1.255 -2.713 1.252
C -2.170 1.586 0.470

***

# 11
21
Properties=species:S:1:pos:R:3 method="wB97M-V/def2-TZVPD" largest_force_ev_per_a=4.12 orbital_gap_ha=0.33854 smiles=C[C@@H]1[C@H](C)C1(C)C spin_multiplicity=1 total_energy_ha=-275.0409 relative_energy_kcal_mol=47.30 e_lumo_ev=0.98 homo_energy_ev=-8.24
C 0.585 -0.069 -0.136
H 2.627 0.639 -0.349
H 1.141 -1.763 1.070
H -2.002 -1.109 0.650
H -1.155 1.156 1.612
H 2.297 -0.947 -1.069
H 1.542 -0.219 1.836
H -0.431 -0.522 -1.959
H -0.212 1.704 -1.288
C -1.724 -1.305 -0.388
C -0.651 -0.401 -0.901
H -2.626 -1.188 -0.989
H -1.409 -2.347 -0.451
H -0.130 -0.806 1.834
C 1.876 0.048 -0.893
H 0.230 2.142 1.301
C -0.661 1.695 0.817
H -1.261 2.492 0.444
H 1.710 0.527 -1.864
C 0.781 -0.732 1.234
C -0.527 1.004 -0.510

***

# 12
21
Properties=species:S:1:pos:R:3 method="wB97M-V/def2-TZVPD" largest_force_ev_per_a=4.73 orbital_gap_ha=0.37401 smiles="C=C(CC)CCC" spin_multiplicity=1 total_energy_ha=-275.0154 relative_energy_kcal_mol=63.26 e_lumo_ev=1.05 homo_energy_ev=-9.13
C -1.839 0.964 -2.111
H 1.059 -1.369 -0.896
H 2.774 -1.083 0.909
H -1.848 1.559 0.827
H -1.007 1.506 -2.413
H -2.687 1.518 -1.559
C -1.301 -0.340 -1.304
H 0.309 -1.644 2.026
C 1.934 -0.436 0.925
H -0.081 1.559 1.508
H 1.772 -1.524 2.859
C -0.785 1.093 0.773
C -0.362 0.110 -0.067
H 2.267 0.673 0.997
H 0.728 -0.082 2.655
H -2.256 0.373 -2.982
H -2.160 -0.921 -0.977
C 1.133 -0.988 2.110
H 1.723 0.354 -1.001
C 1.187 -0.393 -0.344
H -0.557 -0.929 -1.934